[1]
Density functional theory data (ωB97M-V/def2-TZVPD) for 3 unconnected molecules or ions with the total composition C15H23NO9S.

Geometry (Å):
O (-4.1323, 0.5570, -5.0408)
C (-2.9800, 0.6203, -4.7286)
O (-2.1066, 1.4263, -5.3684)
C (-2.3919, -0.3076, -3.6749)
C (-1.8712, -1.4609, -4.4620)
C (-0.7107, -2.0974, -4.3742)
N (0.2584, -1.9502, -3.3431)
C (0.0374, -2.8126, -2.4882)
S (-0.3519, -3.9120, -1.4851)
C (-0.5722, -2.8861, -5.6436)
O (0.4108, -2.8266, -6.3087)
O (-1.8196, -3.2012, -6.1323)
C (-2.6433, -2.3051, -5.4232)
O (-3.7978, -2.5481, -5.2988)
H (-2.2609, 1.3518, -6.3142)
H (-3.1066, -0.5356, -2.9015)
H (-1.5030, 0.2066, -3.3252)
C (4.3555, -2.9632, 2.1150)
O (3.8351, -1.8337, 2.7927)
C (3.1057, -0.9616, 1.9428)
C (1.6140, -1.1331, 2.1158)
O (1.1802, -2.4036, 1.6502)
C (0.9411, -3.3241, 2.6996)
H (4.7209, -3.6612, 2.8663)
H (3.5912, -3.4611, 1.5135)
H (5.1928, -2.6700, 1.4727)
H (3.3905, -1.1084, 0.8971)
H (3.3765, 0.0605, 2.2266)
H (1.1028, -0.3775, 1.5098)
H (1.3235, -0.9798, 3.1594)
H (0.0251, -3.0588, 3.2386)
H (1.7781, -3.3647, 3.4002)
H (0.8084, -4.3088, 2.2536)
C (1.2044, 3.0434, 2.6989)
O (0.1364, 2.5783, 1.8920)
C (-1.0231, 2.2695, 2.6543)
C (-2.0669, 3.3580, 2.5472)
O (-1.6356, 4.5581, 3.1682)
C (-1.1886, 5.5336, 2.2435)
H (1.9760, 3.4418, 2.0420)
H (0.8815, 3.8335, 3.3802)
H (1.6303, 2.2141, 3.2752)
H (-0.7639, 2.0862, 3.7008)
H (-1.4383, 1.3433, 2.2433)
H (-2.9695, 3.0303, 3.0727)
H (-2.3305, 3.5343, 1.5004)
H (-2.0378, 5.9616, 1.7003)
H (-0.4722, 5.1174, 1.5313)
H (-0.7022, 6.3268, 2.8084)

Values from the calculation:
Total charge: 0
SMILES: O=C(O)CC1=C(N=C=S)C(=O)OC1=O.COCCOC.COCCOC
HOMO (eV): -9.5
HOMO-LUMO gap (eV): 8.7
LUMO energy (eV): -0.770

[2]
Density functional theory data (ωB97M-V/def2-TZVPD) for a molecular structure, C15H24Al2BrClF4IO7.

Geometry (Å):
C (-4.7862, -0.0621, -0.7367)
C (-3.6888, 0.9928, -0.5384)
C (-3.6931, 1.8705, -1.7871)
O (-4.4319, 2.7515, -2.0623)
O (-2.6366, 1.4603, -2.5837)
C (-1.6273, 1.0828, -1.6712)
C (-0.3914, 0.4923, -2.3345)
C (-0.5272, -0.8111, -3.0169)
O (0.3588, -1.6891, -2.7651)
Br (-1.9009, -1.1978, -4.1866)
C (-2.1967, 0.5435, -0.3519)
I (-2.2176, -1.6088, 0.0074)
C (-1.6119, 1.1424, 0.9807)
O (-0.9698, 0.1119, 1.7383)
C (-0.8772, 0.3443, 3.1124)
O (-0.9289, -0.9422, 3.7334)
C (0.3091, -1.2256, 4.4096)
C (0.2657, -2.6120, 5.0552)
O (-0.6771, -3.4706, 4.3613)
H (-5.7066, 0.4526, -1.0090)
H (-4.5389, -0.6934, -1.5886)
H (-5.0017, -0.6320, 0.1602)
H (-4.0599, 1.6369, 0.2582)
H (-1.2433, 2.0657, -1.3503)
H (-0.1123, 1.1853, -3.1668)
H (0.4727, 0.4892, -1.6766)
H (-0.8478, 1.8843, 0.7459)
H (-2.4309, 1.5803, 1.5444)
H (0.0869, 0.7966, 3.3490)
H (-1.6896, 0.9614, 3.4954)
H (0.4771, -0.4941, 5.1992)
H (1.1502, -1.1314, 3.7172)
H (-0.0750, -2.5452, 6.0840)
H (1.2418, -3.0866, 5.0694)
H (-0.1736, -4.2460, 4.0773)
Al (-1.3719, -3.0264, 2.0500)
Cl (1.1903, -2.2201, -4.3806)
C (3.5663, 0.5930, -0.6113)
C (2.8376, -0.7473, -0.5271)
C (3.7986, -1.5668, 0.3252)
O (4.4518, -0.6494, 1.1989)
C (4.1874, 0.6922, 0.7746)
H (2.9179, 1.4361, -0.8474)
H (4.3463, 0.5438, -1.3715)
H (1.8799, -0.6203, -0.0038)
H (2.6375, -1.1994, -1.4977)
H (4.5602, -2.0525, -0.2923)
H (3.2919, -2.3337, 0.9162)
H (3.4914, 1.1466, 1.4906)
H (5.1133, 1.2648, 0.7832)
F (1.7138, 1.6917, -3.4636)
Al (1.5749, 2.6981, -4.8810)
F (0.3715, 1.9770, -5.8369)
F (3.0338, 2.7456, -5.7027)
F (1.0876, 4.2306, -4.3958)

Values from the calculation:
Total charge: +1
HOMO (eV): -12.0
HOMO-LUMO gap (eV): 4.7
LUMO energy (eV): -7.251

[3]
Density functional theory data (ωB97M-V/def2-TZVPD) for 3 unconnected molecules or ions with the total composition C15H24ClN2O8S.

Geometry (Å):
C (3.5400, -5.1644, 2.0436)
C (2.2470, -4.8384, 1.1077)
O (2.1847, -3.3912, 1.0145)
C (0.8495, -2.9144, 0.7647)
C (0.1295, -2.6878, 2.1885)
O (-1.1904, -2.0388, 2.0667)
C (-2.1733, -3.0218, 1.8424)
C (-2.7847, -3.9750, 2.8853)
N (-3.6921, -4.7595, 2.0664)
S (-4.7473, -6.0920, 2.4436)
C (-3.7115, -4.3889, 0.6828)
N (-2.7642, -3.3132, 0.5499)
Cl (-2.4929, -2.6239, -1.0011)
H (4.4799, -4.7970, 1.4809)
H (3.4017, -4.5227, 2.9936)
H (3.6482, -6.2741, 2.2759)
H (2.5334, -5.2260, 0.0619)
H (1.3077, -5.3331, 1.5313)
H (0.9682, -1.8609, 0.2998)
H (0.2426, -3.5403, 0.0262)
H (-0.0167, -3.6790, 2.7501)
H (0.7986, -1.9496, 2.7669)
H (-2.6179, -4.1052, 3.9990)
H (-4.4871, -7.0015, 1.4002)
H (-4.3287, -4.8615, -0.1528)
C (-2.1526, 0.5310, 0.2395)
C (-1.1375, 1.6114, 0.5466)
C (-1.3765, 2.3087, 1.8546)
O (-0.8217, 3.5967, 1.6214)
C (-0.8975, 3.8202, 0.2788)
O (-0.6984, 4.8765, -0.2438)
O (-1.2348, 2.6789, -0.3901)
H (-1.8947, 0.0264, -0.6941)
H (-2.1936, -0.2133, 1.0366)
H (-3.1502, 0.9565, 0.0980)
H (-0.1223, 1.2015, 0.4920)
H (-0.8691, 1.8153, 2.6860)
H (-2.4366, 2.4249, 2.1015)
C (1.5541, 6.3980, -2.1771)
C (1.6103, 5.9076, -3.6076)
C (2.6939, 4.8994, -3.8563)
O (2.9940, 5.1035, -5.2314)
C (2.6734, 6.3987, -5.5154)
O (2.9737, 6.9638, -6.5255)
O (1.9688, 6.9645, -4.4940)
H (0.7146, 7.0849, -2.0462)
H (1.4350, 5.5687, -1.4770)
H (2.4573, 6.9572, -1.9164)
H (0.6301, 5.5245, -3.9133)
H (2.3548, 3.8759, -3.6838)
H (3.6013, 5.0786, -3.2707)

Values from the calculation:
Total charge: +1
HOMO (eV): -11.8
HOMO-LUMO gap (eV): 7.1
LUMO energy (eV): -4.655

[4]
Density functional theory data (ωB97M-V/def2-TZVPD) for a molecular structure, C15H24CoFN3O4P.

Geometry (Å):
Co (0.0102, 2.6448, 0.9073)
F (-0.4721, 0.6526, 0.4013)
C (4.2698, 2.7958, 2.0161)
O (3.8682, 1.4838, 1.6220)
P (3.0952, 1.4590, 0.2043)
O (1.8685, 2.2563, 0.2016)
O (2.9490, -0.1524, -0.0214)
C (2.6395, -0.7868, -1.2240)
O (4.2640, 1.9653, -0.8546)
C (5.4447, 1.1975, -1.1215)
H (3.4069, 3.4354, 1.8302)
H (5.1178, 3.1876, 1.4543)
H (4.5152, 2.7695, 3.0778)
H (1.5570, -0.8739, -1.3179)
H (3.0376, -1.8011, -1.1971)
H (3.0682, -0.2141, -2.0463)
H (5.2610, 0.5930, -2.0097)
H (5.6904, 0.4427, -0.3745)
H (6.3052, 1.8506, -1.2669)
N (-0.5315, -1.6444, 1.9765)
C (-1.6453, -1.9627, 2.8151)
C (-1.3073, -3.0165, 3.6271)
C (0.0093, -3.3104, 3.3394)
C (0.4995, -2.4688, 2.3276)
H (-0.4139, -0.8476, 1.3672)
H (-2.5531, -1.3776, 2.8106)
H (-1.9065, -3.4691, 4.4034)
H (0.5796, -4.0618, 3.8654)
H (1.3997, -2.3590, 1.7411)
N (-3.2307, 0.3433, 0.6034)
C (-3.8210, -0.9189, 0.6242)
C (-5.2423, -0.7054, 0.7250)
C (-5.5217, 0.6296, 0.5442)
C (-4.2699, 1.2741, 0.4697)
H (-2.2506, 0.5565, 0.7213)
H (-3.2439, -1.8311, 0.6589)
H (-5.9326, -1.5221, 0.8763)
H (-6.4850, 1.0920, 0.3877)
H (-3.9356, 2.2938, 0.3476)
N (-1.4340, 0.1548, -2.3542)
C (-2.5080, -0.4707, -2.9588)
C (-2.3608, -0.4320, -4.2964)
C (-1.1022, 0.2037, -4.5396)
C (-0.5759, 0.6321, -3.3069)
H (-1.3491, 0.2052, -1.3490)
H (-3.2569, -0.7630, -2.2376)
H (-3.1084, -0.6942, -5.0303)
H (-0.7151, 0.4593, -5.5149)
H (0.3168, 1.1047, -2.9247)

Values from the calculation:
Total charge: 0
Multiplicity: 5
HOMO (spin up / spin down) (eV): -7.4 / -7.4
HOMO-LUMO gap (spin up / spin down) (eV): 7.6 / 6.0
LUMO energy (spin up / spin down) (eV): 0.213 / -1.454
<S²>: 6.00

[5]
Density functional theory data (ωB97M-V/def2-TZVPD) for a molecular structure, C15H24CuN4O5.

Geometry (Å):
O (1.7810, 2.5899, -2.0447)
H (2.5375, 3.1629, -1.7821)
Cu (0.5629, 0.4276, -0.1243)
N (-0.7700, -0.9265, -0.7359)
N (1.1577, -0.1651, -2.0764)
O (-1.7557, -1.5036, 0.0813)
O (2.1548, 0.3730, -2.7474)
C (-0.8566, -1.2900, -2.0084)
C (0.2898, -0.9091, -2.7767)
C (-2.0426, -2.0376, -2.5055)
C (0.4871, -1.2730, -4.2055)
H (-2.9764, -1.4989, -2.2872)
H (-2.1157, -3.0335, -2.0463)
H (-1.9812, -2.1681, -3.5890)
H (1.5570, -1.3199, -4.4319)
H (0.0270, -0.5362, -4.8809)
H (0.0295, -2.2456, -4.4214)
H (-1.9257, -0.8391, 0.7795)
H (2.1061, 1.5638, -2.4023)
O (0.3050, -2.6412, 1.5831)
H (-0.5222, -2.5281, 1.0603)
H (0.4528, -3.6019, 1.6331)
C (0.5797, 2.2473, -0.5061)
H (1.5168, 2.0170, 0.0548)
H (-0.0487, 1.6821, -1.2481)
H (0.1847, 3.2586, -0.2988)
O (-1.0016, 5.1750, 0.0475)
H (-1.7938, 5.3478, -0.4775)
H (-1.1211, 5.5844, 0.9192)
C (-1.8612, 1.1196, 3.3317)
C (-1.0178, 0.7305, 4.3752)
C (0.2631, 0.2627, 4.0799)
C (0.6704, 0.1769, 2.7411)
N (-0.1979, 0.4771, 1.7429)
C (-1.4083, 0.9950, 2.0174)
C (2.0041, -0.2235, 2.3045)
C (3.0451, -0.5620, 3.1865)
C (4.2881, -0.9268, 2.6704)
C (4.4680, -0.9412, 1.2829)
C (3.3930, -0.5889, 0.4590)
N (2.2031, -0.2432, 0.9650)
H (-2.8592, 1.5174, 3.5004)
H (-1.3480, 0.7965, 5.4089)
H (0.9695, -0.0488, 4.8465)
H (-2.0221, 1.3147, 1.1713)
H (2.8382, -0.5259, 4.2534)
H (5.0995, -1.1924, 3.3455)
H (5.4164, -1.2160, 0.8271)
H (3.4918, -0.5820, -0.6275)

Values from the calculation:
ΔE to the lowest compared entry with this formula, charge and spin (kcal per mole): 46.9
Total charge: 0
Multiplicity: 2
HOMO (spin up / spin down) (eV): -4.6 / -6.4
HOMO-LUMO gap (spin up / spin down) (eV): 4.4 / 6.3
LUMO energy (spin up / spin down) (eV): -0.174 / -0.124
<S²>: 0.76

[6]
Density functional theory data (ωB97M-V/def2-TZVPD) for a molecular structure, C15H24F2INO4Si2.

Geometry (Å):
C (2.8386, -1.7781, 1.1947)
C (2.0306, -2.9526, 0.6103)
C (1.0349, -2.5598, -0.5023)
C (1.7591, -2.0131, -1.7658)
Si (-0.3954, -1.4836, 0.1028)
C (-1.0191, -0.1977, -1.1326)
C (-0.2597, 1.1105, -1.0873)
C (0.7630, 1.3812, -1.9722)
C (1.3812, 2.5954, -1.8977)
C (1.0286, 3.5595, -0.9943)
C (1.7139, 4.9107, -0.9616)
C (0.0224, 3.2784, -0.1017)
C (-0.6020, 2.0606, -0.1705)
O (-1.6394, -2.5253, 0.6619)
Si (-2.6374, -3.1640, -0.4558)
I (-1.9074, -5.3913, -1.2200)
N (-4.3092, -3.4192, 0.1872)
C (-4.6602, -2.4180, 1.1465)
O (-4.1916, -1.3271, 1.2811)
F (-5.6671, -2.8024, 1.9372)
C (-5.1951, -3.2258, -0.9429)
O (-5.6464, -4.1083, -1.6067)
F (-5.4434, -1.9327, -1.2051)
H (2.2937, -1.2399, 1.9708)
H (3.2481, -1.1090, 0.4373)
H (3.7110, -2.2089, 1.7020)
H (1.5211, -3.4663, 1.4319)
H (2.7512, -3.6698, 0.1981)
H (0.5852, -3.5050, -0.8388)
H (1.0787, -1.5306, -2.4655)
H (2.6249, -1.3977, -1.5242)
H (2.1517, -2.8967, -2.2847)
H (0.0807, -0.7389, 1.2866)
H (-1.0860, -0.6161, -2.1423)
H (-2.0579, 0.0253, -0.8462)
H (1.0267, 0.6330, -2.7068)
H (2.1761, 2.8073, -2.6093)
H (1.6426, 5.3412, -1.9659)
H (1.1555, 5.5914, -0.3174)
H (2.7580, 4.8214, -0.6606)
H (-0.2611, 4.0251, 0.6288)
H (-1.3989, 1.8740, 0.5444)
H (-2.7817, -2.3660, -1.6792)
C (1.9709, 3.7658, 3.3465)
O (0.5676, 3.5624, 3.2171)
H (2.3491, 4.1331, 2.3952)
H (2.1793, 4.5048, 4.1247)
H (2.4713, 2.8254, 3.5913)
H (0.2433, 3.2376, 4.0607)

Values from the calculation:
Total charge: 0
HOMO (eV): -8.7
HOMO-LUMO gap (eV): 9.0
LUMO energy (eV): 0.239

[7]
Density functional theory data (ωB97M-V/def2-TZVPD) for a molecular structure, C15H24N6O6Sr.

Geometry (Å):
O (-0.0527, 1.3599, -2.8198)
H (0.9505, 1.5409, -3.4034)
Sr (-1.3160, 0.3010, -0.7293)
N (-1.6360, 2.5647, 0.3453)
N (0.7796, 2.0563, 0.3521)
N (-1.3047, -2.2550, -1.4185)
N (0.8494, -1.2805, -0.4415)
O (-2.8819, 2.6817, 0.1021)
O (-2.4188, -2.6921, -1.9266)
O (1.9488, -0.8170, 0.2327)
O (2.0217, 1.7517, 0.1320)
C (0.5102, 3.3909, 0.4841)
C (-0.8744, 3.6842, 0.5114)
C (-0.3359, -3.1628, -1.1782)
C (0.8764, -2.6121, -0.6323)
C (-1.4423, 5.0488, 0.5678)
H (-1.3086, 5.5723, -0.3917)
H (-0.9526, 5.6447, 1.3474)
H (-2.5125, 4.9981, 0.7824)
C (1.5658, 4.4334, 0.4642)
H (1.8913, 4.6481, -0.5663)
H (2.4435, 4.1255, 1.0438)
H (1.1889, 5.3753, 0.8807)
C (-0.4692, -4.6204, -1.4375)
C (2.0242, -3.5087, -0.2956)
H (-1.4411, -4.8348, -1.8899)
H (-0.3674, -5.1967, -0.5065)
H (0.3291, -4.9576, -2.1133)
H (2.8737, -2.9137, 0.0495)
H (2.3267, -4.0999, -1.1723)
H (1.7431, -4.2235, 0.4929)
H (-3.1005, -1.2817, -2.0840)
H (1.9172, 0.2172, 0.1321)
C (1.9659, 1.7633, -4.2076)
H (1.6272, 2.4081, -5.0195)
H (2.2986, 0.8001, -4.6001)
H (2.7502, 2.2438, -3.6179)
O (-3.2349, -0.2682, -1.9643)
H (-0.6560, 2.0144, -3.2117)
H (-4.0532, -0.0089, -2.4190)
N (-2.2321, -4.3394, 4.7330)
C (-1.6534, -3.4537, 4.2293)
C (-0.9338, -2.3578, 3.6249)
C (0.3201, -1.9687, 4.1208)
C (0.9598, -0.8830, 3.5363)
C (0.3195, -0.2388, 2.4720)
N (-0.8518, -0.6306, 1.9646)
C (-1.4763, -1.6731, 2.5238)
H (0.7648, -2.5166, 4.9549)
H (1.9278, -0.5086, 3.8619)
H (0.7698, 0.6446, 2.0198)
H (-2.4377, -1.9649, 2.0850)

Values from the calculation:
ΔE to the lowest compared entry with this formula, charge and spin (kcal per mole): 0.8
Total charge: 0
HOMO (spin up / spin down) (eV): -6.8 / -6.8
HOMO-LUMO gap (spin up / spin down) (eV): 5.6 / 4.1
LUMO energy (spin up / spin down) (eV): -1.178 / -2.676

[8]
Density functional theory data (ωB97M-V/def2-TZVPD) for a molecular structure, C15H24O5PdS.

Geometry (Å):
Pd (0.1424, 0.5071, -0.2969)
C (-1.0468, -0.7920, 2.4716)
C (0.1144, -1.7943, 2.2120)
O (1.2107, -1.3678, 1.2850)
C (2.2787, -0.6971, 2.0046)
C (2.7937, 0.4218, 1.0937)
O (1.6446, 1.3688, 0.9866)
C (1.8893, 2.7322, 0.5576)
C (1.0325, 3.6161, 1.4974)
O (-0.3305, 3.3603, 1.2575)
C (-1.0827, 2.8562, 2.3897)
C (-1.4867, 1.4252, 2.2324)
O (-0.4357, 0.4752, 2.4052)
H (-1.3683, -1.0050, 3.5202)
H (-1.8561, -0.8562, 1.7240)
H (-0.3265, -2.7145, 1.7728)
H (0.6128, -1.9625, 3.1767)
H (3.0801, -1.3950, 2.2461)
H (1.8643, -0.3174, 2.9565)
H (3.0792, 0.1166, 0.1031)
H (3.6734, 0.8828, 1.5179)
H (1.5182, 2.8408, -0.4608)
H (2.9470, 3.0233, 0.6129)
H (1.2175, 4.6534, 1.1323)
H (1.2905, 3.3987, 2.5624)
H (-2.0234, 3.4501, 2.3623)
H (-0.5827, 3.0554, 3.3668)
H (-1.8703, 1.2636, 1.2178)
H (-2.2525, 1.2503, 3.0095)
C (-0.5679, 1.0355, -3.0393)
S (-1.4236, 0.0775, -1.7344)
O (-2.8361, 0.5080, -1.8506)
C (-1.2666, -1.6437, -2.4055)
C (-0.2438, -2.4292, -1.9005)
C (0.0645, -3.6509, -2.4804)
C (-0.6755, -4.0385, -3.6211)
C (-1.6590, -3.1896, -4.2036)
C (-1.9590, -1.9789, -3.5672)
H (-0.2318, 0.3434, -3.7906)
H (0.2949, 1.5635, -2.5730)
H (-1.3742, 1.7040, -3.4320)
H (0.4144, -2.1127, -1.0572)
H (0.8693, -4.2593, -2.0576)
H (-0.4319, -4.9657, -4.0407)
H (-2.0197, -3.4525, -5.1691)
H (-2.6808, -1.3070, -3.9945)

Values from the calculation:
Total charge: 0
HOMO (eV): -6.3
HOMO-LUMO gap (eV): 7.1
LUMO energy (eV): 0.758

Total energy per entry: -46676.514; -145000.412; -58649.945; -78236.587; -76774.761; -54919.420; -37998.762; -40491.985 eV